Formula: C18H13AuN2O3S5
Source: the Open Molecules 2025 dataset
Level of theory: ωB97M-V/def2-TZVPD

Results
HOMO level (alpha / beta), eV: -8.0 / -8.2
Strongest force on any atom, eV/Å: 0.518
⟨S²⟩: 2.0325
Spin multiplicity: 3
E_LUMO (alpha / beta), eV: -0.5 / -2.6

Structure (XYZ):
```
42
Properties=species:S:1:pos:R:3:mulliken_spin:R:1
Au -0.85 1.46 -0.10 0.529
O -2.52 0.23 -4.16 0.001
C -2.66 -1.07 -3.84 0.001
C -3.12 -1.90 -4.86 0.000
C -3.30 -3.24 -4.64 0.000
C -3.02 -3.81 -3.40 0.000
C -2.57 -2.99 -2.38 0.002
C -2.38 -1.62 -2.58 0.005
C -1.91 -0.78 -1.44 0.010
O -1.62 0.48 -1.72 0.094
N -1.80 -1.32 -0.26 0.059
N -1.33 -0.43 0.67 0.245
C -0.96 -0.74 1.84 0.005
C -0.41 0.17 2.85 -0.012
C -0.15 -0.44 4.10 0.000
C 0.33 0.25 5.18 0.003
C 0.56 1.63 5.03 -0.004
C 0.34 2.25 3.83 0.016
C -0.13 1.55 2.70 0.003
O -0.21 2.28 1.59 0.072
H -2.14 0.69 -3.39 0.000
H -3.33 -1.45 -5.83 0.000
H -3.65 -3.87 -5.45 0.000
H -3.15 -4.87 -3.23 0.000
H -2.35 -3.40 -1.41 -0.002
H -1.08 -1.78 2.11 0.019
H -0.36 -1.50 4.19 -0.001
H 0.52 -0.25 6.12 0.000
H 0.92 2.21 5.88 0.000
H 0.52 3.32 3.71 -0.001
C 3.50 0.52 2.15 0.004
S 3.66 2.22 1.57 0.122
C 3.56 2.15 -0.15 0.283
C 2.80 1.31 -0.99 -0.039
S 1.74 0.12 -0.54 0.450
S 2.97 1.69 -2.69 -0.029
C 4.03 3.04 -2.57 -0.020
S 4.59 3.91 -3.82 0.126
S 4.48 3.38 -0.92 0.052
H 3.91 0.55 3.16 0.002
H 4.10 -0.15 1.54 0.002
H 2.47 0.19 2.17 0.005
```